(1)
Formula: C36H30F6IrN8O4P2S3Se2
Source: the OMol25 dataset
Level of theory: the ωB97M-V functional and the def2-TZVPD basis

Results
Gap between HOMO and LUMO (spin up / spin down) (eV): 7.36 / 4.93
ΔE to the lowest compared entry with this formula, charge and spin (eV): 0.812
Electronic energy (Ha): -9511.9093
HOMO (spin up / spin down) (eV): -12.7 / -13.0

Structure (ORCA input):
```
! RIJCOSX wB97M-V def2-TZVPD def2/J DEFGRID3
* xyz 2 6
Ir -1.69176 1.86923 -1.01750
C -1.49174 -0.21015 -5.06380
C -1.40231 0.69535 -3.88069
N -2.06695 0.49443 -2.81410
N -2.94629 -0.53827 -2.73904
C -3.54340 -0.83129 -1.56341
N -4.53155 -1.71607 -1.61321
S -3.03986 -0.18579 -0.08394
C -0.48371 1.86420 -3.84443
C -0.03275 2.47974 -4.99157
C 0.76612 3.61328 -4.87978
C 1.10953 4.08051 -3.62591
C 0.61529 3.41284 -2.51693
N -0.16260 2.33604 -2.62705
H -2.50900 -0.26117 -5.46435
H -1.18611 -1.21455 -4.75226
H -0.83333 0.10155 -5.86750
H -3.25915 -0.97563 -3.59129
H -4.87570 -2.10647 -2.47570
H -5.02653 -1.93904 -0.76689
H -0.32272 2.11280 -5.96655
H 1.11029 4.12397 -5.77011
H 1.73664 4.95268 -3.50121
H 0.83676 3.75170 -1.51227
F -4.58427 6.00553 1.14790
C -3.44780 5.34842 1.15236
F -2.57575 5.91996 1.96301
F -3.65442 4.08235 1.52585
S -2.71088 5.34109 -0.54349
O -1.74205 4.21245 -0.48993
O -2.16172 6.62705 -0.76276
N -3.93698 4.98831 -1.48145
S -3.92661 3.52809 -2.02462
O -2.82491 3.22633 -2.93218
O -4.07261 2.49156 -0.99687
C -5.43119 3.42606 -3.08139
F -6.47598 3.92089 -2.47013
F -5.19619 4.06034 -4.21037
F -5.59167 2.12167 -3.31020
Se 4.23380 -0.95437 1.53936
P 2.80632 -2.28757 0.64936
C 2.15582 -3.42011 1.89769
C 2.10794 -4.79749 1.68491
C 1.62883 -5.62916 2.68813
C 1.21280 -5.09639 3.90045
C 1.27911 -3.72553 4.12060
C 1.75625 -2.89118 3.12462
C 3.46569 -3.25992 -0.71079
C 2.64148 -4.09214 -1.47409
C 3.19459 -4.86903 -2.47543
C 4.56224 -4.81752 -2.72613
C 5.37804 -3.98900 -1.97220
C 4.83211 -3.20806 -0.96148
C 1.47301 -1.25915 -0.03051
C 0.70321 -0.18027 0.41801
N -0.00949 0.23942 -0.65705
N 0.28384 -0.53184 -1.68772
N 1.18337 -1.42585 -1.34080
P 0.41046 0.65710 1.95933
Se -0.77335 2.44714 1.44162
C 1.89362 1.21765 2.77661
C 2.31155 0.66673 3.98588
C 3.47341 1.13296 4.57869
C 4.21349 2.13604 3.96682
C 3.79434 2.68739 2.76015
C 2.62771 2.23797 2.16740
C -0.59026 -0.35037 3.04170
C -1.16289 -1.53028 2.57097
C -2.01179 -2.24936 3.39855
C -2.28585 -1.79227 4.68079
C -1.71820 -0.61019 5.14759
C -0.87404 0.12097 4.32942
H 2.45500 -5.22353 0.75506
H 1.59683 -6.69946 2.52647
H 0.85547 -5.75347 4.68408
H 0.97442 -3.31124 5.07517
H 1.84794 -1.82757 3.30088
H 1.57585 -4.12795 -1.29282
H 2.55703 -5.51706 -3.06524
H 4.98992 -5.42887 -3.51099
H 6.44291 -3.94711 -2.16538
H 5.46962 -2.56362 -0.37103
H 1.73860 -0.11474 4.46667
H 3.80385 0.70953 5.51903
H 5.11825 2.49985 4.43806
H 4.37261 3.47320 2.29044
H 2.29258 2.66974 1.22962
H -0.93337 -1.89238 1.57509
H -2.45495 -3.17123 3.04187
H -2.94819 -2.35899 5.32563
H -1.93986 -0.25488 6.14614
H -0.44781 1.05344 4.68256
*
```


(2)
Formula: C36H30IrN4O4S4
Source: the OMol25 dataset
Level of theory: the ωB97M-V functional and the def2-TZVPD basis

Results
Gap between HOMO and LUMO (spin up / spin down) (eV): 7.30 / 7.44
ΔE to the lowest compared entry with this formula, charge and spin (eV): 0.690
Electronic energy (Ha): -3606.3284
HOMO (spin up / spin down) (eV): -10.2 / -11.3

Structure (ORCA input):
```
! RIJCOSX wB97M-V def2-TZVPD def2/J DEFGRID3
* xyz 1 5
Ir 0.75493 -2.77431 -1.82449
O 2.23729 -4.27755 -4.84780
S 2.23763 -4.44837 -3.43089
O 3.01336 -5.49674 -2.85266
O 0.76121 -4.51421 -2.89686
O 2.59205 -3.08093 -2.73375
N 0.76988 -2.61169 0.19464
S 0.36925 -1.91993 1.41740
N -0.61440 -0.61546 1.35199
S -0.52600 0.70863 0.55963
N -1.28920 0.83580 -0.78413
S -0.86153 0.22793 -2.23211
N -0.19302 -1.06694 -2.31820
C 0.10309 1.52061 -2.98224
C -0.32051 2.84228 -2.92488
C 0.46452 3.81508 -3.51840
C 1.64589 3.45821 -4.16137
C 2.04543 2.13205 -4.22178
C 1.26920 1.14507 -3.62866
C -2.42298 0.30573 -3.06779
C -2.37080 0.20030 -4.45263
C -3.55862 0.13300 -5.15954
C -4.77115 0.16163 -4.48300
C -4.80514 0.25755 -3.09960
C -3.62431 0.32912 -2.37507
C 1.13525 1.33844 0.46419
C 2.03610 0.69413 -0.37585
C 3.33702 1.16415 -0.44374
C 3.72427 2.25933 0.31522
C 2.81351 2.89131 1.14993
C 1.50787 2.43427 1.23373
C -1.42864 1.84609 1.56381
C -1.76089 1.49229 2.86120
C -2.46047 2.40652 3.63620
C -2.80407 3.64376 3.11312
C -2.46264 3.97980 1.80763
C -1.77380 3.07691 1.01777
C 1.77117 -1.42118 2.39353
C 1.63966 -0.56164 3.47652
C 2.77073 -0.23292 4.20423
C 4.00531 -0.76619 3.84982
C 4.11763 -1.63076 2.77134
C 2.99268 -1.96813 2.03176
C -0.62603 -2.91466 2.49500
C -0.07585 -3.51358 3.61691
C -0.86430 -4.38591 4.35580
C -2.16599 -4.65135 3.96277
C -2.69672 -4.05131 2.82626
C -1.92671 -3.17810 2.08008
H -1.25522 3.09775 -2.44227
H 0.15380 4.85049 -3.49012
H 2.25236 4.22289 -4.62796
H 2.95720 1.86009 -4.73534
H 1.55551 0.10148 -3.66397
H -1.41973 0.16504 -4.96880
H -3.53744 0.05201 -6.23717
H -5.69649 0.10550 -5.04014
H -5.75357 0.27582 -2.58085
H -3.63323 0.40619 -1.29834
H 1.74029 -0.16413 -0.96316
H 4.04457 0.66588 -1.09285
H 4.74142 2.62260 0.25624
H 3.11668 3.74368 1.74214
H 0.80473 2.92401 1.89212
H -1.50740 0.51245 3.23899
H -2.74280 2.14476 4.64633
H -3.34960 4.35104 3.72292
H -2.74056 4.94308 1.40330
H -1.50895 3.31541 -0.00248
H 0.67306 -0.15983 3.74859
H 2.69039 0.43575 5.05053
H 4.88458 -0.50828 4.42505
H 5.07881 -2.04790 2.50457
H 3.05054 -2.63769 1.18363
H 0.94487 -3.31510 3.91296
H -0.45338 -4.86241 5.23485
H -2.77141 -5.33679 4.54014
H -3.70965 -4.27091 2.51884
H -2.32051 -2.71107 1.18723
*
```


(3)
Formula: C36H30N4NaS3SbSe4
Source: the OMol25 dataset
Level of theory: the ωB97M-V functional and the def2-TZVPD basis

Results
Gap between HOMO and LUMO (eV): 2.54
ΔE to the lowest compared entry with this formula, charge and spin (eV): 1.528
Electronic energy (Ha): -12811.5044
HOMO (eV): 0.2

Structure (ORCA input):
```
! RIJCOSX wB97M-V def2-TZVPD def2/J DEFGRID3
* xyz -2 1
Na 1.95785 3.12199 0.01239
Se 6.98971 5.43881 -1.29471
Sb 5.22189 4.66185 0.23503
Se 4.97784 2.14927 0.13713
Se 2.97502 5.61153 -0.38134
Se 5.76310 5.28519 2.56577
N -0.17249 3.24122 0.18891
S -1.14377 2.20284 -0.06382
N -1.02222 0.72035 0.75830
S -0.69455 -0.72367 0.40089
N 0.47645 -1.23134 -0.44012
S 1.89230 -0.26376 -0.43814
N 1.67139 1.14092 -0.59946
C 2.71886 -0.80594 1.05015
C 3.26831 -2.07460 1.19318
C 3.85903 -2.41073 2.40274
C 3.89766 -1.48224 3.43962
C 3.36250 -0.21143 3.27049
C 2.77099 0.13832 2.06378
C 2.79269 -1.11509 -1.70591
C 2.45967 -2.36178 -2.23211
C 3.25366 -2.88125 -3.24533
C 4.35658 -2.16202 -3.70303
C 4.66952 -0.92074 -3.16002
C 3.88316 -0.37646 -2.15082
C -0.64179 -1.45028 2.02036
C -1.07680 -0.73871 3.12388
C -0.96523 -1.32309 4.37803
C -0.41869 -2.59069 4.50720
C 0.02024 -3.28515 3.38761
C -0.09066 -2.71359 2.12857
C -2.05037 -1.56541 -0.38429
C -3.20145 -1.80981 0.34305
C -4.29417 -2.37870 -0.29607
C -4.22553 -2.68454 -1.64633
C -3.06740 -2.43343 -2.35898
C -1.96107 -1.87635 -1.72568
C -2.77783 2.65380 0.59732
C -3.81859 1.77362 0.86896
C -4.98275 2.24876 1.45442
C -5.09480 3.60088 1.77397
C -4.04366 4.46835 1.50842
C -2.87534 3.99413 0.92101
C -1.53770 1.65415 -1.76884
C -0.48269 1.24503 -2.58263
C -0.74111 0.80102 -3.87296
C -2.03917 0.77469 -4.36798
C -3.08389 1.23403 -3.57637
C -2.83974 1.68183 -2.28146
H 3.25702 -2.77803 0.36843
H 4.31249 -3.38570 2.53016
H 4.38107 -1.74147 4.37495
H 3.44705 0.52630 4.05706
H 2.39634 1.13948 1.88041
H 1.59471 -2.89777 -1.86332
H 3.01536 -3.84635 -3.67513
H 4.97323 -2.57525 -4.49609
H 5.52937 -0.36002 -3.51236
H 4.11819 0.61089 -1.69963
H -1.46103 0.26673 2.98896
H -1.28407 -0.77433 5.25499
H -0.31245 -3.03555 5.48960
H 0.47477 -4.26224 3.49500
H 0.27909 -3.22007 1.24342
H -3.23843 -1.56358 1.39985
H -5.19891 -2.57781 0.26310
H -5.08438 -3.11816 -2.14568
H -3.01447 -2.66803 -3.41453
H -1.04076 -1.66422 -2.25990
H -3.72377 0.72699 0.60875
H -5.80126 1.56775 1.66656
H -6.00008 3.97257 2.24003
H -4.12678 5.51789 1.76581
H -2.01770 4.63395 0.72399
H 0.53158 1.29512 -2.19756
H 0.08698 0.48838 -4.49798
H -2.23325 0.42094 -5.37656
H -4.09456 1.26008 -3.96594
H -3.66036 2.06977 -1.70113
*
```